No. 1
The following is a DFT calculation (ωB97M-V/def2-TZVPD) of 3 unconnected molecules or ions with the total composition C31H68Cl2N4O4P3S at a distorted geometry.

CARTESIAN COORDINATES (ANGSTROEM)
C 6.058 0.470 -1.038
C 4.538 0.506 -1.234
C 3.851 -0.816 -0.851
C 2.510 -0.621 -0.119
N 1.484 -1.548 -0.580
C 0.556 -2.242 0.251
C 1.402 -3.172 1.216
Cl 2.803 -3.889 0.319
C 0.784 -4.289 2.093
C 1.106 -4.189 3.599
C -0.480 -1.342 1.160
N -0.975 -0.200 0.384
C -2.413 0.082 0.439
C -0.178 0.987 0.278
C -0.282 1.707 -1.041
O 0.493 1.376 1.174
P -0.074 -1.123 3.020
C -0.924 0.415 3.550
O 1.498 -0.635 2.960
C -1.623 -2.365 1.273
P -2.837 -2.319 2.730
N -2.553 -3.846 3.417
O -4.266 -2.487 1.954
N -1.597 -3.210 0.308
C -2.579 -4.300 0.151
C -3.842 -3.905 -0.641
C -3.847 -4.279 -2.135
S -4.131 -2.882 -3.270
C -0.494 -2.991 -0.673
C -1.079 -2.103 -1.823
P -0.103 -4.512 -1.797
O 1.262 -3.913 -2.407
Cl 0.527 -6.031 -0.561
H 6.551 -0.038 -1.870
H 6.325 -0.047 -0.114
H 6.482 1.474 -0.990
H 4.124 1.340 -0.659
H 4.357 0.692 -2.296
H 3.631 -1.390 -1.756
H 4.527 -1.439 -0.263
H 2.635 -0.750 0.953
H 2.211 0.420 -0.261
H 1.164 -1.358 -1.512
H 1.914 -2.484 1.880
H 1.222 -5.221 1.753
H -0.287 -4.406 1.935
H 0.199 -4.095 4.193
H 1.632 -5.082 3.935
H 1.728 -3.326 3.835
H -2.790 0.155 1.467
H -2.614 1.038 -0.039
H -2.999 -0.667 -0.103
H -0.529 1.040 -1.863
H -1.065 2.468 -0.977
H 0.654 2.233 -1.225
H -1.804 0.161 4.132
H -1.166 1.111 2.753
H -0.216 0.929 4.208
H 1.747 -0.065 3.705
H -3.244 -4.580 3.300
H -2.374 -3.735 4.410
H -4.768 -3.271 2.222
H -2.831 -4.645 1.150
H -2.068 -5.133 -0.325
H -4.023 -2.837 -0.530
H -4.682 -4.397 -0.147
H -4.629 -5.005 -2.337
H -2.902 -4.725 -2.444
H -5.449 -3.063 -3.400
H -2.120 -1.856 -1.632
H -1.050 -2.613 -2.793
H -0.549 -1.168 -1.936
H 2.085 -4.268 -2.032
C -4.573 4.292 4.952
C -5.071 4.163 3.517
C -6.489 3.604 3.407
C -6.667 2.192 3.971
C -5.749 1.141 3.351
C -5.951 0.956 1.852
H -4.534 3.325 5.456
H -3.570 4.719 4.985
H -5.229 4.943 5.533
H -4.378 3.538 2.945
H -5.050 5.146 3.040
H -6.799 3.623 2.359
H -7.176 4.274 3.933
H -7.707 1.886 3.825
H -6.508 2.206 5.052
H -5.922 0.188 3.859
H -4.701 1.400 3.541
H -6.976 0.661 1.620
H -5.282 0.182 1.466
H -5.735 1.879 1.310
C 5.831 4.547 -7.205
C 6.854 4.605 -6.076
C 6.867 3.355 -5.197
C 5.554 3.073 -4.465
C 5.063 4.201 -3.559
C 6.024 4.537 -2.424
H 4.812 4.461 -6.824
H 5.873 5.445 -7.821
H 6.017 3.689 -7.854
H 6.671 5.492 -5.462
H 7.851 4.736 -6.503
H 7.680 3.439 -4.471
H 7.110 2.487 -5.819
H 5.683 2.167 -3.861
H 4.773 2.839 -5.194
H 4.098 3.908 -3.134
H 4.870 5.099 -4.153
H 6.204 3.662 -1.795
H 5.624 5.328 -1.788
H 6.989 4.879 -2.800

Charge: +1
Highest occupied orbital energy (eV): -11.0
Relative energy (zero: lowest compared OMol25 entry of this formula, charge and spin) (eV): 0.000
E_tot (eV): -111142.1381
Kohn-Sham gap (Ha): 0.2668

No. 2
The following is a DFT calculation (ωB97M-V/def2-TZVPD) of a molecular structure, C28H32AsB2N10OTb at a distorted geometry.

CARTESIAN COORDINATES (ANGSTROEM)
Tb 0.577 -0.644 -0.968
C 4.669 -2.642 -1.158
C 5.418 -2.438 0.047
C 4.724 -1.762 1.063
C 3.542 -0.995 0.741
N 3.015 -1.151 -0.499
C 3.575 -1.935 -1.416
N 3.116 -0.134 1.669
C 2.047 0.615 1.716
N 0.866 0.446 1.036
C -0.076 1.246 1.631
N -1.267 1.365 1.141
C -2.272 2.280 1.511
C -3.240 1.914 2.538
C -4.362 2.677 2.664
C -4.608 3.682 1.712
C -3.610 3.959 0.836
N -2.436 3.350 0.666
C 0.526 1.979 2.790
C 0.002 2.882 3.804
C 0.904 3.444 4.656
C 2.291 3.141 4.583
C 2.785 2.180 3.663
C 1.883 1.604 2.784
H 5.162 -3.332 -1.869
H 6.380 -2.904 0.242
H 4.973 -1.690 2.105
H 3.208 -2.025 -2.435
H -2.969 1.037 3.048
H -5.151 2.482 3.373
H -5.418 4.373 1.661
H -3.725 4.762 0.101
H -1.032 3.208 3.756
H 0.514 4.279 5.274
H 3.004 3.676 5.182
H 3.862 1.878 3.543
B -0.055 0.643 -4.734
N -0.082 -0.749 -4.076
C -0.678 -1.812 -4.794
C 0.055 -2.938 -4.584
C 1.069 -2.562 -3.594
N 0.921 -1.292 -3.226
N 0.076 1.773 -3.611
C -0.335 3.034 -3.712
C 0.229 3.755 -2.606
C 1.021 2.767 -1.941
N 0.799 1.590 -2.413
H 0.785 0.805 -5.563
H -1.144 0.812 -5.358
H -1.487 -1.683 -5.487
H -0.229 -3.927 -5.027
H 1.854 -3.194 -3.245
H -0.893 3.258 -4.632
H 0.192 4.824 -2.482
H 1.621 2.916 -1.074
C -1.736 -1.929 1.704
As -0.366 -3.221 1.121
C 1.158 -3.427 2.331
C -1.370 -4.942 1.242
O 0.470 -2.881 -0.353
H -2.680 -2.456 1.630
H -1.766 -1.122 0.970
H -1.560 -1.597 2.723
H 0.842 -3.503 3.415
H 1.837 -2.610 2.191
H 1.635 -4.389 2.148
H -1.973 -4.961 2.192
H -0.652 -5.720 1.138
H -2.105 -4.989 0.377
B -4.205 -0.056 -2.137
C -2.773 -0.488 -1.662
N -1.667 -0.654 -1.355
H -4.469 1.010 -1.511
H -4.249 0.068 -3.279
H -4.971 -0.960 -1.916

Charge: 0
Spin multiplicity: 7
Highest occupied orbital energy (alpha / beta) (eV): -7.8 / -7.8
Relative energy (zero: lowest compared OMol25 entry of this formula, charge and spin) (eV): 0.308
E_tot (eV): -131130.5423
Kohn-Sham gap (alpha / beta) (Ha): 0.2529 / 0.2529

No. 3
The following is a DFT calculation (ωB97M-V/def2-TZVPD) of a molecular structure, C24H18FMgNO3PS.

CARTESIAN COORDINATES (ANGSTROEM)
Mg 1.461 2.977 -0.800
O -0.089 2.628 -2.073
N -0.076 1.507 -2.758
C -1.263 0.908 -2.992
C -1.357 -0.223 -3.758
C -0.184 -0.775 -4.274
C 1.021 -0.186 -3.985
C 1.112 0.977 -3.196
S 2.587 1.720 -2.767
H -2.100 1.393 -2.511
H -2.326 -0.676 -3.908
H -0.215 -1.682 -4.867
H 1.952 -0.612 -4.329
O 4.174 1.301 1.804
C 2.988 1.586 1.622
O 2.524 2.333 0.709
C 1.971 1.029 2.620
C 2.395 0.965 3.946
C 1.544 0.552 4.957
C 0.243 0.183 4.639
C -0.179 0.214 3.320
C 0.670 0.619 2.286
P 0.002 0.658 0.545
C -1.730 0.325 0.614
C -2.623 1.346 0.157
C -3.979 1.165 0.102
C -4.574 -0.070 0.511
C -3.717 -1.077 0.992
C -2.353 -0.908 1.058
C 0.749 -0.921 -0.080
C -0.013 -1.749 -0.908
C 0.532 -2.888 -1.484
C 1.859 -3.223 -1.258
C 2.631 -2.403 -0.446
C 2.083 -1.270 0.139
H 3.416 1.255 4.159
H 1.890 0.524 5.985
H -0.444 -0.134 5.416
H -1.195 -0.070 3.077
H -2.195 2.291 -0.170
H -4.606 1.978 -0.254
H -5.646 -0.218 0.476
H -4.140 -2.022 1.326
H -1.733 -1.719 1.425
H -1.048 -1.493 -1.094
H -0.089 -3.511 -2.120
H 2.290 -4.108 -1.714
H 3.675 -2.636 -0.267
H 2.724 -0.658 0.759
F 1.379 4.800 -0.631

Charge: -2
Spin multiplicity: 2
Highest occupied orbital energy (alpha / beta) (eV): 1.4 / -2.1
Relative energy (zero: lowest compared OMol25 entry of this formula, charge and spin) (eV): 0.057
E_tot (eV): -61103.0297
Kohn-Sham gap (alpha / beta) (Ha): 0.1238 / 0.2544

No. 4
The following is a DFT calculation (ωB97M-V/def2-TZVPD) of a molecular structure, C38H43N5O2P2W.

CARTESIAN COORDINATES (ANGSTROEM)
W -0.390 -0.015 1.424
O -0.780 1.543 2.564
C -1.997 1.781 3.122
C -2.221 2.957 3.827
C -3.498 3.227 4.286
C -4.550 2.349 4.040
C -4.326 1.177 3.339
C -3.047 0.886 2.886
C -2.672 -0.364 2.178
N -1.477 -0.896 2.845
N -1.045 -2.052 2.208
C 0.297 -2.187 2.394
O 0.975 -1.068 2.485
C 0.933 -3.480 2.446
C 2.307 -3.562 2.703
C 2.903 -4.801 2.819
C 2.140 -5.955 2.671
C 0.773 -5.877 2.421
C 0.163 -4.643 2.318
H -1.399 3.638 4.007
H -3.682 4.139 4.838
H -5.540 2.579 4.406
H -5.135 0.480 3.161
H -3.437 -1.130 2.065
H 2.885 -2.656 2.830
H 3.960 -4.875 3.034
H 2.612 -6.925 2.761
H 0.188 -6.781 2.322
H -0.902 -4.562 2.146
C 2.513 -1.687 -0.207
P 0.921 -0.982 -0.732
C 1.382 0.461 -1.771
N 1.924 0.201 -2.936
C 2.162 1.231 -3.771
C 2.754 0.998 -5.034
C 2.940 2.044 -5.887
C 2.550 3.361 -5.529
C 1.988 3.622 -4.316
C 1.791 2.560 -3.402
N 1.290 2.809 -2.177
C 1.111 1.790 -1.370
P 0.601 2.138 0.337
C -0.624 3.460 0.207
C 2.095 2.812 1.227
C 2.995 1.626 1.583
C 1.647 3.545 2.498
C 2.848 3.783 0.312
C 0.165 -2.244 -1.878
C 1.253 -2.962 -2.687
C -0.812 -1.551 -2.832
C -0.550 -3.268 -0.991
H 2.365 -2.716 0.123
H 2.934 -1.116 0.617
H 3.201 -1.682 -1.052
H 3.037 -0.014 -5.290
H 3.390 1.878 -6.856
H 2.709 4.164 -6.235
H 1.693 4.619 -4.018
H -0.147 4.360 -0.182
H -1.062 3.661 1.182
H -1.399 3.159 -0.496
H 2.519 0.955 2.303
H 3.915 1.994 2.039
H 3.282 1.064 0.691
H 1.125 2.886 3.189
H 1.011 4.400 2.266
H 2.538 3.928 2.999
H 3.296 3.280 -0.544
H 3.654 4.239 0.890
H 2.204 4.583 -0.056
H 1.845 -2.269 -3.278
H 0.752 -3.654 -3.368
H 1.913 -3.553 -2.051
H -0.280 -0.959 -3.577
H -1.523 -0.913 -2.313
H -1.381 -2.317 -3.362
H 0.154 -3.782 -0.333
H -1.009 -4.026 -1.629
H -1.329 -2.812 -0.383
N -2.154 -0.018 0.757
C -3.028 -0.277 -0.333
C -3.662 -1.511 -0.453
C -4.502 -1.742 -1.529
C -4.723 -0.746 -2.472
C -4.107 0.490 -2.332
C -3.260 0.728 -1.262
H -3.486 -2.291 0.278
H -4.991 -2.702 -1.628
H -5.386 -0.930 -3.306
H -4.295 1.275 -3.052
H -2.794 1.696 -1.132

Charge: +2
Highest occupied orbital energy (eV): -13.6
Relative energy (zero: lowest compared OMol25 entry of this formula, charge and spin) (eV): 2.778
E_tot (eV): -72039.5427
Kohn-Sham gap (Ha): 0.2192

No. 5
The following is a DFT calculation (ωB97M-V/def2-TZVPD) of a molecular structure, H14LiO7 at a distorted geometry.

CARTESIAN COORDINATES (ANGSTROEM)
Li 0.139 -0.502 0.140
O 0.621 1.853 0.192
H 0.051 1.743 0.953
H 1.203 2.575 0.430
O 2.032 -0.489 0.899
H 2.347 -1.316 1.265
H 2.700 0.151 1.143
O -0.502 0.328 2.283
H -1.093 0.850 2.827
H -0.089 -0.282 2.895
O -0.419 -2.480 0.569
H 0.078 -3.155 1.031
H -1.178 -2.943 0.213
O -1.953 -0.062 -0.220
H -2.529 -0.518 0.394
H -2.367 -0.186 -1.074
O 0.561 -0.755 -2.014
H 0.018 -1.290 -2.593
H 0.629 0.089 -2.461
O 0.195 1.965 -2.510
H 0.075 1.890 -1.563
H -0.518 2.535 -2.798

Charge: +2
Spin multiplicity: 2
Highest occupied orbital energy (alpha / beta) (eV): -19.1 / -19.1
Relative energy (zero: lowest compared OMol25 entry of this formula, charge and spin) (eV): 0.000
E_tot (eV): -14747.6325
Kohn-Sham gap (alpha / beta) (Ha): 0.4469 / 0.1542

No. 6
The following is a DFT calculation (ωB97M-V/def2-TZVPD) of 4 unconnected molecules or ions with the total composition C15H38N2O8S at a distorted geometry.

CARTESIAN COORDINATES (ANGSTROEM)
N -0.787 1.824 0.428
C -1.839 1.979 1.451
O -2.641 3.146 1.079
C -2.830 3.171 -0.322
O -3.444 2.202 -0.832
N -2.344 4.203 -1.229
C -2.225 5.543 -0.590
C -0.967 5.722 0.378
C 0.460 5.519 -0.338
C 1.490 4.715 0.611
S 2.676 3.753 -0.463
O 1.946 2.545 -0.959
O 3.008 4.631 -1.630
O 4.051 3.358 0.417
H 0.158 1.823 0.820
H -0.958 1.031 -0.209
H -2.527 1.073 1.514
H -1.447 2.175 2.504
H -1.485 3.904 -1.704
H -3.181 5.732 -0.004
H -2.121 6.318 -1.425
H -0.971 6.804 0.774
H -1.000 5.060 1.310
H 0.916 6.544 -0.509
H 0.333 4.947 -1.311
H 0.923 4.010 1.310
H 2.032 5.497 1.245
H 4.490 4.214 0.627
C -1.135 -2.725 -1.354
C -0.691 -1.976 -0.107
C -0.739 -2.869 1.122
O -1.538 -0.844 0.094
H -2.168 -3.073 -1.252
H -1.107 -2.068 -2.227
H -0.494 -3.589 -1.545
H 0.326 -1.598 -0.249
H -1.758 -3.222 1.309
H -0.428 -2.314 2.012
H -0.086 -3.737 1.004
H -2.441 -1.167 0.220
C 4.100 -0.718 -0.614
C 4.733 -0.732 -1.997
C 5.992 0.119 -2.037
O 3.796 -0.238 -2.951
H 3.808 0.297 -0.329
H 3.190 -1.324 -0.603
H 4.789 -1.108 0.140
H 4.974 -1.760 -2.281
H 5.765 1.164 -1.799
H 6.430 0.110 -3.038
H 6.738 -0.245 -1.326
H 3.574 0.671 -2.709
C -4.415 -6.657 1.380
C -3.022 -6.109 1.114
C -1.953 -7.151 1.405
O -2.800 -4.960 1.930
H -4.527 -6.944 2.431
H -5.172 -5.895 1.178
H -4.622 -7.530 0.756
H -2.947 -5.786 0.072
H -1.980 -7.455 2.456
H -0.957 -6.740 1.220
H -2.086 -8.038 0.781
H -2.864 -5.234 2.854

Charge: 0
Structure (SMILES): NCOC(=O)NCCCCS(=O)(=O)O.CC(C)O.CC(C)O.CC(C)O
Highest occupied orbital energy (eV): -9.3
Relative energy (zero: lowest compared OMol25 entry of this formula, charge and spin) (eV): 0.000
E_tot (eV): -46364.1565
Kohn-Sham gap (Ha): 0.3413